# 1
ORCA calculation (wB97M-V/def2-TZVPD) on a 3-piece molecular cluster, C8H19N overall.

Calculated values
Gap between HOMO and LUMO, eV: 9.737
Energy above the lowest of the compared OMol25 structures with the same formula, charge and spin, kJ/mol: 193.8
LUMO energy, eV: 0.922
SMILES string: C=C(C)C.C=CC.CN
Highest occupied orbital energy, eV: -8.8152

Each line ends with the Löwdin charge.
Cartesian coordinates (Å):
C  -1.44  1.61  0.26  -0.265
H  -2.19  0.97  2.11  0.049
H  1.62  -1.10  2.18  0.077
H  2.33  0.38  -1.75  0.076
C  2.13  -0.17  0.32  -0.438
H  1.41  -2.14  0.77  0.063
H  2.13  -1.36  -1.47  0.064
C  2.58  -0.45  -1.09  -0.074
H  3.66  -0.59  -1.11  0.083
C  2.03  -1.37  1.22  -0.071
H  -1.48  -0.90  -1.69  0.071
N  -0.93  -1.01  -0.84  -0.042
H  -2.70  1.97  -1.44  0.071
C  -2.40  1.30  1.10  -0.041
C  -1.66  2.09  -1.14  -0.115
H  -0.41  1.52  0.55  0.050
H  -1.09  -1.88  1.04  0.064
H  -0.07  -1.49  -1.09  0.042
H  -2.60  -1.26  0.36  0.057
H  -1.40  3.15  -1.21  0.072
C  1.90  1.05  0.75  0.003
H  -1.01  1.55  -1.82  0.055
H  2.00  1.91  0.10  0.066
H  -3.45  1.37  0.83  0.053
H  -1.94  -2.80  -0.22  0.067
H  3.02  -1.80  1.37  0.083
H  1.63  1.25  1.77  0.066
C  -1.68  -1.80  0.12  -0.186



# 2
ORCA calculation (wB97M-V/def2-TZVPD) on a 2-piece molecular cluster, C8H22BINO6PS overall in a non-equilibrium geometry.

Calculated values
Gap between HOMO and LUMO, eV: 7.131
LUMO energy, eV: -0.595
Highest occupied orbital energy, eV: -7.7264

Each line ends with the Löwdin charge.
Cartesian coordinates (Å):
C  -0.49  0.81  1.41  -0.005
H  -1.31  -1.17  -3.83  0.064
C  1.88  -0.06  -2.26  -0.499
H  0.67  1.70  3.60  0.119
O  1.96  2.78  -1.95  -0.439
H  2.91  -0.62  -4.07  0.144
O  2.98  -0.15  -1.39  -0.088
I  1.61  -2.35  0.29  0.509
H  -3.36  -1.28  3.39  0.133
H  0.16  1.56  -3.04  0.015
H  0.30  1.52  1.16  0.118
H  -2.15  2.86  1.68  0.115
H  -2.90  1.03  3.81  0.138
H  -1.21  0.74  0.60  0.117
C  -0.21  1.10  3.80  0.019
C  -2.46  0.55  2.93  -0.104
B  3.24  -1.57  -1.33  -0.942
H  -0.69  1.42  4.72  0.115
O  1.22  -3.00  -4.87  -0.299
H  -1.96  3.09  3.44  0.109
H  0.08  0.06  3.86  0.110
H  -0.05  -0.16  1.61  0.014
H  -1.72  -2.47  2.07  0.107
H  -0.39  -1.61  -2.35  0.026
C  2.25  -1.10  -3.33  -0.399
H  -0.88  -2.88  -3.48  0.068
C  -0.57  -1.84  -3.39  -0.119
H  4.28  -1.92  -0.87  0.063
H  2.03  1.67  -4.14  0.024
C  -2.34  -0.94  3.16  -0.235
O  -1.84  -1.52  1.99  -0.076
H  -0.56  3.28  2.35  0.114
H  0.97  -0.40  -1.73  0.040
P  1.55  1.65  -2.82  0.748
N  -1.16  1.28  2.67  -0.366
O  0.70  -0.58  -5.31  -0.352
S  0.91  -1.69  -4.39  0.667
C  -1.48  2.73  2.53  0.005
H  -3.10  0.74  2.06  0.144
O  2.87  -2.12  -2.62  -0.043
H  -1.72  -1.15  4.04  0.123



# 3
ORCA calculation (wB97M-V/def2-TZVPD) on one molecule with the formula C4H11N3O in a non-equilibrium geometry.

Calculated values
Gap between HOMO and LUMO (spin up / spin down), eV: 6.380 / 6.385
Energy above the lowest of the compared OMol25 structures with the same formula, charge and spin, kJ/mol: 730.8
LUMO energy (spin up / spin down), eV: -0.059 / -0.057
Highest occupied orbital energy (spin up / spin down), eV: -6.4389 / -6.4420

Each line ends with the Löwdin charge.
Cartesian coordinates (Å):
C  0.45  -0.28  0.82  -0.443
H  0.73  -1.33  0.94  0.124
O  0.75  1.85  1.64  -0.188
C  -0.98  -0.06  0.64  0.006
H  0.50  2.05  -0.66  0.067
N  1.16  0.46  1.72  -0.072
H  0.42  1.43  -2.32  0.076
H  1.16  2.21  2.43  0.064
N  0.48  -0.02  -0.81  -0.186
C  0.86  1.28  -1.34  -0.075
H  1.95  1.37  -1.43  0.088
H  -1.53  -2.09  0.20  0.080
H  1.23  -1.87  -1.03  0.076
H  -2.29  -1.41  1.64  0.101
H  0.27  -1.38  -2.28  0.086
C  -1.96  -1.17  0.61  -0.065
N  0.98  -1.08  -1.62  0.060
H  -1.34  0.95  0.79  0.122
H  -2.86  -0.91  0.05  0.080



# 4
ORCA calculation (wB97M-V/def2-TZVPD) on C54H47FGeN7O9S6Ti as an isolated structure in a non-equilibrium geometry.

Calculated values
Gap between HOMO and LUMO (spin up / spin down), eV: 4.963 / 5.704
Net charge: -2
Energy above the lowest of the compared OMol25 structures with the same formula, charge and spin, kJ/mol: 0.0
LUMO energy (spin up / spin down), eV: 3.556 / 3.312
Highest occupied orbital energy (spin up / spin down), eV: -1.4075 / -2.3924
2S+1: 4

Each line ends with the Löwdin spin population.
Cartesian coordinates (Å):
C  -2.83  -0.83  -1.09  0.004
H  -1.05  -2.12  2.38  0.001
C  -0.70  -2.71  4.36  0.000
H  2.47  3.18  -5.90  0.000
N  -3.96  -0.16  7.18  -0.005
H  -3.74  -0.25  -0.89  0.001
C  1.51  -0.79  4.15  0.000
C  -2.79  2.96  1.42  0.029
H  -0.16  4.38  -4.85  0.000
H  3.16  -5.93  -4.14  0.000
C  2.20  -2.57  -0.07  0.000
O  -3.53  0.65  7.98  -0.011
S  -0.03  7.68  2.72  0.000
C  2.02  3.97  2.41  -0.001
C  -2.73  4.33  -0.89  -0.003
H  -0.12  -4.30  5.65  0.000
C  2.99  -0.34  -0.49  0.000
C  -2.12  3.09  -0.78  0.028
C  2.38  -4.00  -3.60  0.000
C  2.01  2.52  -3.92  0.000
H  2.68  -2.58  3.87  0.000
H  1.40  -4.40  -3.38  0.000
C  1.20  3.84  1.35  0.001
N  -0.32  -2.06  3.11  0.004
H  -0.98  -1.95  5.10  0.000
N  -3.50  -2.25  2.83  0.272
C  1.53  0.15  -3.66  0.000
H  3.79  2.03  4.98  0.000
H  5.42  -5.07  -4.68  0.000
C  3.11  2.81  4.64  0.002
H  4.44  0.42  0.92  0.000
C  3.04  -2.67  1.03  0.000
C  -0.55  3.32  -6.66  0.000
H  -3.62  -4.38  -3.39  0.000
C  -0.88  -3.18  -1.80  0.000
C  4.91  -3.04  -4.20  0.000
H  1.48  1.61  -2.06  0.000
O  -0.60  -0.09  -0.54  0.016
C  -2.25  -2.94  -4.20  0.000
H  1.05  -2.26  6.43  0.000
O  -2.66  -2.55  1.88  0.182
C  3.84  -1.59  1.35  0.000
H  1.60  -3.43  -0.34  0.000
S  1.86  5.46  3.31  0.000
H  0.77  -4.25  4.13  0.000
C  0.36  -3.63  4.94  0.000
S  0.15  5.19  1.08  0.001
S  -3.67  1.00  -4.23  0.012
S  1.15  2.50  0.22  -0.001
H  -2.68  -1.56  -0.30  0.001
C  -1.92  0.80  4.21  0.009
C  -2.71  -3.82  -3.22  0.000
C  -2.31  1.72  -5.03  0.001
C  1.65  1.44  -3.12  0.000
H  3.42  3.75  5.09  0.000
C  3.82  -0.42  0.62  0.000
O  -0.38  2.45  4.87  0.325
H  -1.61  -3.26  4.12  0.000
O  -0.44  1.95  2.71  0.130
H  2.09  2.56  4.92  0.001
H  0.90  -0.33  4.94  0.000
F  4.68  -1.68  2.41  0.000
C  -3.35  4.91  0.19  0.032
H  -2.41  -4.57  -1.23  0.000
C  -3.26  -1.14  3.62  0.026
O  -4.83  -0.98  7.43  -0.004
H  -2.86  2.35  2.31  0.001
H  -0.78  -1.49  -4.74  0.000
C  4.64  -4.40  -4.34  0.000
H  5.89  -2.65  -4.42  0.000
H  -2.59  0.61  -6.83  0.000
H  2.18  0.93  -6.90  0.000
C  1.49  -2.88  5.64  0.000
C  -3.38  -0.15  5.80  0.008
H  2.17  -0.01  3.77  0.000
H  3.00  0.57  -1.07  0.000
N  -2.08  2.42  0.39  0.008
C  -3.41  4.18  1.37  -0.002
H  2.16  -3.58  6.13  0.000
H  -2.75  4.82  -1.85  -0.001
Ge  1.29  -1.43  -2.58  0.000
S  3.27  2.82  2.84  0.000
H  -3.94  4.54  2.24  -0.001
C  -2.41  0.78  5.51  0.148
C  3.38  -4.88  -4.04  0.000
C  2.63  -2.64  -3.45  0.000
C  2.05  1.08  -5.84  0.000
H  0.06  3.97  -7.26  0.000
H  -2.97  -1.29  -2.07  0.001
H  3.09  -3.57  1.63  0.000
C  -0.69  3.55  -5.31  0.000
C  0.59  -1.10  3.00  0.003
C  -0.39  -2.33  -2.79  0.000
H  -4.54  -1.87  5.18  0.010
C  -1.70  2.35  -2.03  0.004
N  -1.52  3.10  -3.12  0.007
C  2.29  -1.98  4.70  0.000
H  -2.81  -2.80  -5.12  0.000
C  -1.09  -2.20  -3.99  0.000
H  2.11  3.50  -3.47  0.000
C  -1.20  2.21  -7.20  0.000
N  -1.76  1.08  -2.07  0.012
H  -3.83  5.87  0.11  0.002
H  -0.41  -3.23  -0.83  0.000
C  -2.03  1.44  -6.40  0.000
O  -2.04  0.03  1.95  0.052
C  3.91  -2.17  -3.76  0.000
C  2.21  2.34  -5.28  0.000
H  -1.09  1.96  -8.25  0.000
H  -1.13  4.01  -2.93  0.000
N  -0.89  1.76  3.95  0.358
O  0.67  -0.42  1.96  0.011
H  1.65  -0.99  -5.48  0.000
O  -4.46  -3.03  3.14  0.246
C  0.62  6.18  2.39  0.000
C  -2.03  -3.93  -2.02  0.000
C  -2.40  -0.09  3.23  0.121
C  -1.49  2.73  -4.50  0.000
H  -2.05  1.48  6.24  0.011
C  -1.70  0.12  -1.21  0.011
Ti  -0.71  0.96  1.08  0.812
C  1.73  -0.01  -5.03  0.000
H  4.14  -1.12  -3.65  0.000
C  -3.82  -1.11  4.91  0.120
H  3.17  -1.60  5.23  0.000
C  2.16  -1.41  -0.85  0.000



# 5
ORCA calculation (wB97M-V/def2-TZVPD) on CHLiOZn as an isolated structure in a non-equilibrium geometry.

Calculated values
Gap between HOMO and LUMO, eV: 5.390
Energy above the lowest of the compared OMol25 structures with the same formula, charge and spin, kJ/mol: 0.0
LUMO energy, eV: -1.384
Highest occupied orbital energy, eV: -6.7742

Each line ends with the Löwdin charge.
Cartesian coordinates (Å):
Li  -1.38  -1.17  0.90  0.725
H  0.75  -0.64  -0.48  -0.107
O  -1.03  0.15  -0.45  -0.480
C  0.03  0.49  -0.93  -0.414
Zn  1.63  1.17  0.96  0.276



# 6
ORCA calculation (wB97M-V/def2-TZVPD) on an isolated ion of composition C28H33O3Si and charge +1 in a non-equilibrium geometry.

Calculated values
Gap between HOMO and LUMO, eV: 5.929
Net charge: +1
Energy above the lowest of the compared OMol25 structures with the same formula, charge and spin, kJ/mol: 718.7
LUMO energy, eV: -4.280
Highest occupied orbital energy, eV: -10.2082

Each line ends with the Löwdin charge.
Cartesian coordinates (Å):
C  -0.47  -2.02  8.16  -0.006
H  -0.93  -7.57  5.53  0.107
C  0.62  -4.74  4.42  -0.200
H  0.17  -9.48  6.42  0.100
H  -2.00  4.03  1.01  0.112
C  -1.00  2.43  0.03  -0.046
O  1.31  -8.88  4.75  -0.084
C  -1.19  0.24  7.55  -0.015
H  2.45  0.61  0.40  0.045
C  -0.18  -6.99  5.02  -0.006
O  -0.32  0.23  11.08  -0.071
C  0.64  -2.14  3.42  -0.040
C  -0.56  1.09  0.10  -0.009
C  1.00  -1.10  2.50  -0.127
C  -0.54  -0.28  9.83  -0.245
H  -1.52  0.94  6.78  0.119
H  2.94  -7.15  3.64  0.115
H  1.48  -3.04  5.53  0.193
H  -0.11  0.54  -0.72  0.128
H  -1.56  0.39  3.31  0.102
C  0.26  -0.65  12.04  -0.062
C  0.61  -3.20  4.72  -0.162
C  -1.82  2.31  2.30  -0.063
C  -0.63  0.44  1.33  -0.235
C  2.58  1.28  1.27  -0.156
H  1.32  1.18  5.06  0.030
H  2.50  -4.72  3.36  0.105
H  -0.24  -3.06  7.89  0.120
H  -0.15  -2.71  2.82  0.165
O  0.14  -0.76  1.46  -0.022
H  -2.38  2.75  3.14  0.122
H  1.24  -1.03  11.71  0.100
H  0.43  -1.33  4.27  0.154
H  -0.86  2.94  -0.94  0.121
H  1.91  2.14  1.17  0.041
H  -0.40  -1.51  12.26  0.099
H  0.09  -2.33  10.23  0.108
C  2.01  -6.72  3.96  0.024
H  0.72  -10.73  5.25  0.097
C  -0.88  -1.09  7.18  -0.238
H  3.62  1.63  1.30  0.049
C  -1.34  0.98  2.42  -0.009
C  0.32  -9.72  5.35  -0.065
C  -1.03  0.64  8.87  0.020
C  -0.28  -1.63  9.48  0.003
H  4.19  -1.18  2.71  0.045
C  -1.63  3.02  1.12  -0.083
H  -1.33  -5.25  5.21  0.100
C  -0.67  -2.82  5.50  -0.087
H  -1.26  1.67  9.17  0.125
H  -0.66  -9.66  4.83  0.096
H  4.61  0.33  3.55  0.048
C  1.04  -7.54  4.60  -0.252
C  -0.36  -5.62  4.87  -0.050
H  0.38  -0.04  12.93  0.097
Si  2.27  0.34  2.86  0.567
C  1.78  -5.34  3.86  -0.026
C  -0.93  -1.51  5.83  -0.082
C  3.84  -0.45  3.45  -0.171
H  0.81  2.21  3.71  0.026
H  -1.11  -0.74  5.10  0.086
H  3.73  -0.96  4.41  0.037
H  2.47  2.32  4.31  0.053
H  -1.40  -3.56  5.83  0.112
C  1.65  1.62  4.10  -0.155



Table of energy (eV), in record order: -10092.6616, -51328.8810, -10837.6367, -232978.3093, -51719.7581, -43578.3915